DFT (ωB97M-V/def2-TZVPD) results for C2H7N2O4S2 as an isolated structure in a non-equilibrium geometry.

Output
- relative energy (zero: lowest compared OMol25 entry of this formula, charge and spin) (eV) = 2.101
- lowest unoccupied orbital energy (Ha) = 0.122
- net charge = -1
- spin multiplicity = 1
- HOMO-LUMO gap (Eh) = 0.266
- energy (eV) = -35026.049

Structure (XYZ):
```
17
Properties=species:S:1:pos:R:3:forces:R:3
S 1.61746 0.06253 0.06448 -0.455 -1.419 -1.553
S -0.63390 -1.36233 -0.39557 -0.802 -1.747 1.148
O 2.34880 1.31190 0.09039 -0.023 -0.669 1.068
O 1.67848 -0.61698 -1.24685 0.690 0.303 0.863
O 0.04467 -2.33670 0.56798 -0.260 0.463 -1.035
O 2.28264 -1.03228 1.10380 0.264 2.571 -0.369
N -0.13176 2.68698 0.20193 0.342 1.309 -2.065
N -2.43746 -1.99365 -0.20977 1.360 3.220 0.149
C -0.15754 0.30237 0.40544 0.359 -1.151 -0.713
C -0.43519 1.49958 -0.58866 2.733 -1.408 1.480
H -2.65638 -2.05383 0.78138 0.283 -0.448 -0.103
H 1.94298 -1.86182 0.76762 -0.759 -0.816 -0.101
H -2.28936 -2.86885 -0.66077 0.087 -0.905 0.075
H 0.83882 2.68827 0.47590 -0.065 -0.096 0.045
H -1.43568 1.37305 -0.77409 -2.615 0.372 -0.704
H 0.13525 1.36025 -1.57833 -0.671 0.909 1.407
H -0.71184 2.84150 0.99511 -0.466 -0.488 0.410
```
Positions in Å, forces in eV/Å.